C26H32AsCl2N3O2S6Si2Ta | ωB97M-V/def2-TZVPD

- Charge: -1
- Energy: -7506.32356 hartree
- ΔE to the lowest compared entry with this formula, charge and spin: 0.0000 eV
- E_HOMO: -0.1868 Eh

Atoms and positions in Å:
Ta: 0.37547 1.17127 0.63507
S: -3.43935 3.27167 2.30657
C: -2.03817 2.58239 1.80458
S: -0.63231 3.40774 1.25294
S: -1.78335 0.85870 1.72659
S: 2.55937 0.48658 -0.31334
C: 3.71014 0.63430 0.99175
C: 4.91628 -0.06830 0.94089
C: 5.84084 0.03555 1.96462
C: 7.06286 -0.71785 1.88240
N: 8.03540 -1.32405 1.79549
C: 5.56741 0.86338 3.06897
C: 4.37101 1.55590 3.11583
C: 3.43376 1.43704 2.09126
S: 1.92280 2.31932 2.14697
C: 6.50646 0.98842 4.14822
N: 7.25250 1.08641 5.01699
H: 5.12221 -0.71170 0.09565
H: 4.15475 2.18810 3.96714
Cl: 1.02171 -0.79133 2.52471
C: 1.54268 -2.11460 1.55274
C: 2.50061 -2.97092 2.06131
C: 2.92561 -4.04307 1.30004
C: 2.37968 -4.24202 0.04035
C: 1.42628 -3.36645 -0.44643
Cl: 0.79256 -3.66640 -2.03451
C: 0.97574 -2.26217 0.28910
S: -0.22974 -1.13387 -0.34385
H: 2.90735 -2.78830 3.04687
H: 3.67940 -4.71674 1.68274
H: 2.69368 -5.06923 -0.58059
C: 0.71829 3.39562 -4.68977
Si: 1.34969 2.48306 -3.16730
C: 2.31648 0.99371 -3.78559
C: 2.47821 3.66290 -2.24725
As: -0.48475 2.03579 -1.77654
Si: -1.84843 0.55072 -2.99715
C: -3.26027 0.07069 -1.86332
C: -2.58929 1.58408 -4.38921
C: -1.13725 -0.97678 -3.81720
H: 1.53766 3.53316 -5.40133
H: 0.35335 4.38492 -4.40602
H: -0.08555 2.86324 -5.19363
H: 3.23884 1.31161 -4.28122
H: 1.72450 0.43636 -4.51386
H: 2.58468 0.31958 -2.97654
H: 3.18537 4.11839 -2.94677
H: 3.04383 3.16133 -1.46198
H: 1.89191 4.46619 -1.79578
H: -3.73322 0.96825 -1.45811
H: -2.92711 -0.55094 -1.02968
H: -4.01341 -0.48928 -2.42630
H: -2.94302 2.54677 -4.01738
H: -3.44119 1.04721 -4.81809
H: -1.87892 1.75337 -5.19772
H: -0.77566 -1.69330 -3.08502
H: -0.32070 -0.72106 -4.49435
H: -1.92276 -1.45320 -4.41315
O: -2.19800 -2.47717 2.27446
C: -2.98983 -2.51371 3.35175
O: -2.61152 -2.88232 4.43268
C: -4.43753 -2.10712 3.06980
N: -4.67398 -1.91246 1.63598
C: -5.46621 -0.68039 1.41370
C: -5.83470 -0.17584 2.81076
C: -4.71955 -0.72993 3.68806
H: -5.10006 -2.85569 3.51396
H: -5.08063 -2.72467 1.19768
H: -2.79190 -2.22622 1.53094
H: -6.35051 -0.89615 0.81138
H: -4.86233 0.05199 0.87487
H: -6.80263 -0.58189 3.11932
H: -5.88285 0.91133 2.85639
H: -4.97193 -0.80392 4.74372
H: -3.84074 -0.09799 3.59377


C26H32AsNO5S2TeZr | ωB97M-V/def2-TZVPD

- 2S+1: 2
- ⟨S²⟩: 0.762
- Charge: +1
- Energy: -4787.91068 hartree
- ΔE to the lowest compared entry with this formula, charge and spin: 2.7860 eV
- E_HOMO (alpha / beta): -0.4211 / -0.4198 Eh

Atoms and positions in Å:
Zr: -0.64699 0.61870 -0.20813
O: 0.16532 -0.99031 3.08764
S: -0.17441 -0.45695 1.83487
O: -1.54391 0.15362 1.63676
O: 0.64404 0.77083 1.35386
O: -0.10545 -1.29016 0.59433
C: 1.73974 3.26760 0.05715
As: 1.96326 1.90237 -1.34278
C: 1.96577 3.00301 -2.96208
C: 3.90357 1.64851 -1.19553
S: 1.33174 -0.09247 -1.74418
H: 1.05648 4.03199 -0.30230
H: 2.73283 3.69642 0.17251
H: 1.41936 2.84298 1.00349
H: 2.68587 3.80957 -2.83873
H: 0.97211 3.39314 -3.15775
H: 2.27317 2.35840 -3.78378
H: 4.42803 2.60090 -1.23272
H: 4.21119 1.02286 -2.03088
H: 4.13065 1.12812 -0.26629
C: -1.05203 7.18369 5.46300
C: -1.10351 6.24783 4.29104
C: -1.45814 4.91373 4.44561
C: -1.52233 4.04006 3.36823
C: -1.86429 2.60473 3.62386
C: -1.25361 4.53660 2.08600
Te: -1.59316 3.32172 0.29747
N: -0.74649 2.04439 -1.85078
C: -1.65908 1.17565 -2.14123
O: -2.40018 0.73306 -1.14852
C: -1.69648 0.36884 -3.39303
C: -1.66980 -1.02304 -3.24003
C: -1.70874 -1.83051 -4.36013
C: -1.80255 -1.26017 -5.62426
C: -1.83357 0.11681 -5.77134
C: -1.76567 0.93805 -4.65587
C: -3.70229 3.11564 0.55819
C: -4.24905 1.89497 0.93507
C: -5.62386 1.76799 1.05416
C: -6.43951 2.85670 0.79536
C: -5.88531 4.07165 0.42429
C: -4.50975 4.22988 0.29249
C: -3.93205 5.56254 -0.10154
C: -0.84267 5.86255 1.90252
C: -0.45036 6.46339 0.57441
C: -0.78692 6.69250 3.01545
H: -1.24793 6.65988 6.39629
H: -1.79881 7.97134 5.34964
H: -0.07646 7.66586 5.53092
H: -1.68271 4.53401 5.43510
H: -1.88765 2.39959 4.69261
H: -1.13078 1.94866 3.17079
H: -2.84216 2.35166 3.21197
H: -1.63490 -1.47308 -2.25578
H: -1.67360 -2.90594 -4.24991
H: -1.86199 -1.89752 -6.49622
H: -1.90762 0.55756 -6.75608
H: -1.78882 2.01518 -4.76203
H: -3.61489 1.04867 1.14394
H: -6.05350 0.81920 1.34639
H: -7.51406 2.76255 0.88111
H: -6.52851 4.91957 0.22415
H: -4.72218 6.28351 -0.29898
H: -3.31422 5.46761 -0.99667
H: -3.30021 5.95278 0.69947
H: -0.70392 5.81730 -0.26385
H: 0.62327 6.66042 0.56218
H: -0.95657 7.41778 0.43010
H: -0.48962 7.72623 2.87249